Entry 1:
Entry from the Open Molecules 2025 dataset: C38H32I2N7O2SeY as an isolated structure in a non-equilibrium geometry (wB97M-V/def2-TZVPD).

Geometry as ORCA input:
```
! RIJCOSX wB97M-V def2-TZVPD def2/J DEFGRID3
* xyz 0 1
C -1.74353 3.76136 4.08985
H 0.48692 0.62599 -5.61254
N -1.46032 0.27516 3.02528
C 2.13325 0.63882 -4.25686
H -3.89317 2.01667 -1.39644
C -0.94673 -2.90858 4.91482
O -3.13315 -3.31988 0.11150
H 0.64087 -4.03143 0.48372
H 5.72285 -0.62105 -3.56916
C 1.62588 0.26257 2.20562
C -1.01150 -1.68029 -1.99710
C -1.95990 -3.36721 2.77784
C 2.59345 0.51321 -2.94866
C -5.46140 -0.81918 -2.32145
C -1.45779 -3.81045 3.99611
N 0.72959 -0.31077 1.24579
H 4.80578 -0.05119 -7.18445
C 3.33307 1.53254 3.95502
C 3.32690 0.14430 3.87177
H -6.23686 -1.19364 -2.97748
C -0.34857 -3.90428 -1.44710
H -0.55306 -0.83800 5.34613
C -1.87430 5.11531 2.13144
C -3.06389 -2.11121 0.30262
I -0.50473 2.40697 -1.70452
H -0.55399 -3.25733 5.86148
Y -1.48221 0.50550 0.78623
H 5.37949 -0.69594 -1.33684
C 0.16590 -3.40506 -0.25815
N -2.48748 -1.42242 1.30369
Se 1.67310 0.98921 -1.32104
H 3.98942 -0.43799 4.49826
H 3.72801 -0.89360 -0.74407
C 3.88834 0.01969 -2.69729
C 2.47847 2.28652 3.16259
H 2.47876 3.36621 3.22693
H 0.55046 2.07877 -4.62084
C -0.94090 -1.54764 4.63197
C -1.45198 -1.08342 3.42639
H 5.60005 -1.32661 -6.25745
N -0.53033 -1.19113 -0.86081
C -1.96412 -2.00645 2.48231
N 0.78463 -1.54282 1.11202
O -1.65833 1.20971 5.13979
C -0.92110 -3.02311 -2.34234
H 2.44649 -1.57985 2.92292
C 0.71754 0.99999 -4.61533
N -1.70724 2.73921 1.92997
C 4.39549 -0.23022 -1.30090
H 4.47659 0.69719 -0.72870
C 0.06975 -2.05252 -0.02406
C -1.83799 5.01627 3.51077
H -1.48138 -0.96170 -2.65998
C -4.17083 0.97013 -1.42475
H 0.95998 2.22615 1.64754
C -1.81287 3.95535 1.37961
H -0.30542 -4.96312 -1.66121
H -1.32175 -3.36025 -3.28765
I -2.86265 4.37539 -2.27587
H -1.47007 -4.86951 4.22132
C -1.58052 1.27392 3.92175
C 2.47399 -0.50184 2.99327
H -5.73414 1.25852 -2.84804
C 4.32244 -0.04435 -5.08639
H -1.95597 6.06689 1.62541
C 3.02173 0.37274 -5.30061
H -1.87074 4.01012 0.30129
C -3.76853 -1.17782 -0.68374
H 6.16447 0.33392 -6.12913
H 0.00436 0.56225 -3.91867
C -4.73446 -1.69291 -1.52478
C 4.72417 -0.24669 -3.77062
C -5.18696 0.53481 -2.26069
H 4.00914 2.02736 4.63988
N -3.46972 0.13408 -0.65735
C 5.27181 -0.28592 -6.22824
H -4.90070 -2.76064 -1.51903
H -1.88869 5.90333 4.12908
H 2.66243 0.48451 -6.31848
C -1.67708 2.64959 3.27207
H -1.72558 3.60333 5.15829
C 1.62198 1.64692 2.28225
H -2.35491 -4.06244 2.05425
*
```

Results
Orbital gap   5.94 eV
E_LUMO   -1.66 eV

=====

Entry 2:
Entry from the Open Molecules 2025 dataset: C38H32N2O5PS2Ti as an isolated structure in a non-equilibrium geometry (wB97M-V/def2-TZVPD).

Geometry as ORCA input:
```
! RIJCOSX wB97M-V def2-TZVPD def2/J DEFGRID3
* xyz 0 2
O -0.20723 0.42672 1.88057
H -2.48987 -2.92433 -3.53450
C -2.28414 -1.91851 -3.20929
H 1.83647 -4.31212 -2.96042
H 4.09904 -1.20809 -1.40695
C 4.18378 0.13452 2.21501
C -3.59260 -1.57579 4.58892
C 0.66573 2.67543 -1.09642
C -3.42973 0.76439 1.52893
C -0.52255 2.23325 -0.43431
O -1.87339 -1.58762 3.04038
O -0.76496 2.48374 2.55137
H 3.91306 3.80390 -2.95245
S -1.03961 -4.30089 0.67121
H -2.37832 -0.40657 6.03250
C 0.83374 4.03021 -1.51005
H -2.58525 2.44636 -2.49876
C 5.30258 -0.48440 1.67334
H 0.91471 -1.52649 2.16694
C 3.03182 0.26870 1.45658
H 3.65828 1.44531 -2.21521
C -1.49428 3.18737 -0.20703
H 0.36729 -3.01668 2.96596
H -1.98953 1.37542 4.43056
C -0.20169 4.95053 -1.23847
P 1.43976 0.07544 -0.76978
C 1.27487 -0.53116 -3.50802
C -1.84131 -3.65117 -0.70239
Ti -0.91869 0.29911 0.17625
C -2.26482 -1.19241 5.28698
S -2.51496 -0.56880 -4.23876
O -4.25833 1.60540 1.25132
H -4.08471 0.74610 3.52790
H 2.13296 5.43738 -2.49547
C -3.26284 0.29745 2.97615
C 1.56423 -1.00473 -2.23090
H 0.96521 -1.03132 -5.56735
N -0.60034 -1.87403 0.06960
N -1.60054 -0.13644 -1.90002
O -2.65520 0.18991 0.64043
H -2.42494 2.92179 0.28145
H 2.15691 0.76143 1.86517
C 1.71796 1.76271 -1.38651
H 1.66105 -3.08825 1.75845
C -1.87715 0.66114 3.61929
C -3.25302 -1.24345 3.12589
C -1.94354 1.95929 -3.23048
H 4.21073 0.50693 3.23119
H 6.20154 -0.59045 2.26757
C 5.27021 -0.96252 0.37218
C 1.75604 -2.37575 -2.04407
H 1.97208 -2.74612 -1.04776
H -0.94509 2.38373 -3.12259
C 1.38899 -2.76913 -4.38358
C 1.19033 -1.41016 -4.57805
H -4.44529 -1.00063 4.94629
C 0.72904 -2.58845 2.03166
C -1.94161 0.49053 -2.99325
C 1.67753 -3.25197 -3.11407
H -2.31321 2.17223 -4.23314
C 2.99173 -0.21921 0.14894
H -3.82354 -1.78418 2.37398
C -0.89194 1.27818 2.61115
C -0.27389 -2.77176 0.95164
H 1.12428 0.53106 -3.66142
C 3.01084 3.49673 -2.43802
H -2.52897 -4.24103 -1.28527
H 6.14724 -1.43669 -0.05048
H -1.79969 -2.05738 5.75893
C -1.33462 4.53157 -0.59842
C -1.41549 -0.73337 4.08989
H 1.32371 -3.44912 -5.22371
C 4.11824 -0.83307 -0.39120
H -2.13112 5.23627 -0.38773
C -1.47073 -2.35690 -0.88375
H -0.07919 5.98450 -1.54116
H -3.81576 -2.63597 4.70165
C -1.81061 -1.49687 -2.00783
C 2.01919 4.40500 -2.18294
H -0.34097 -0.82572 4.22655
C 2.86405 2.15993 -2.03086
*
```

Results
<S²>   0.754
Orbital gap (spin up / spin down)   6.18 / 7.56 eV
E_LUMO (spin up / spin down)   0.05 / 0.07 eV

=====

Entry 3:
Entry from the Open Molecules 2025 dataset: C38H33BCl2N8O2Pd as an isolated structure in a non-equilibrium geometry (wB97M-V/def2-TZVPD).

Geometry as ORCA input:
```
! RIJCOSX wB97M-V def2-TZVPD def2/J DEFGRID3
* xyz 2 5
C 1.95446 -4.26500 -0.25546
H -3.38265 0.35098 4.09365
Cl 1.78666 5.05281 0.60169
H 0.82794 -5.85074 -2.04912
C 4.69520 0.89041 1.76641
C -1.79655 2.70776 0.30548
C 0.08317 -5.15519 -2.39856
H 0.50872 0.07523 -2.43726
H 2.53948 0.24486 4.51932
N -4.39784 2.22326 -4.35264
N -1.64006 1.57103 -0.56526
H 3.98650 -4.87934 1.37617
C 3.67440 -3.86294 1.59638
C -1.23694 -0.61443 2.73793
C -0.97239 -2.98037 -2.33656
H -1.03070 -1.96371 -1.92174
C 2.25364 1.43847 -0.92741
H 1.40201 -0.27174 5.77309
H -1.12997 -0.24479 4.93407
C -2.91138 -0.75948 0.92211
H 4.09477 2.63135 -0.55449
B 2.21180 -1.11082 1.67973
C 1.88520 3.18880 -2.65839
H 2.33738 3.28758 2.08248
C 0.92748 -3.47111 -0.80914
H 2.22973 -5.26251 -0.52471
C -4.84614 0.40207 2.53852
N 0.91302 -0.86111 2.48127
C -1.76174 -4.67280 -3.85133
C 2.54686 -3.49188 0.71545
N 1.90502 -2.29267 0.73252
C -3.37887 3.70388 -1.33349
H 3.39006 -3.81122 2.64442
N -0.25222 -0.90426 1.86685
H -5.60670 0.84119 3.16485
C 3.43041 1.84108 -0.27177
H -6.10741 0.32624 0.80250
H -2.23107 0.62531 -2.27340
Cl 0.64912 4.46603 3.25163
H 5.38322 1.71766 1.61283
C -1.84603 -3.38498 -3.32111
C 1.80984 -0.51420 4.79570
N 1.75622 0.38446 -0.26137
H -2.44418 -4.98277 -4.62761
C 0.05475 1.53380 -3.94478
C 0.01134 -3.85906 -1.85097
H -2.09703 2.31492 1.30048
C -4.16213 -0.47691 0.40882
C 0.35610 2.82573 1.29352
C -5.13138 0.11632 1.21045
H 1.47419 4.59129 -4.21273
C -2.34073 1.51971 -1.66329
C 1.25236 3.61652 -3.80930
C 1.41940 3.79375 1.77913
H -0.13245 3.11618 -5.37326
H -2.19058 -1.33034 0.30531
H -0.63165 0.88857 -4.47354
C -3.20122 2.53759 -2.12421
C -3.59597 0.12772 3.06019
C -3.85637 2.37435 -3.35221
H -4.01869 4.49915 -1.68747
O -0.54166 3.39737 0.51781
C -2.74912 3.77164 -0.14314
C -2.59550 -0.43769 2.25719
H -0.72984 -6.55039 -3.79064
C -0.79450 -5.55363 -3.38327
C 3.58372 0.96612 0.79172
H 5.24622 -0.03832 1.62703
Pd -0.32312 -0.29080 -0.22348
N 0.93455 -2.27409 -0.18009
C -0.64360 -0.43936 3.99967
C 0.67299 1.10407 -2.78900
H -2.60413 -2.71460 -3.69561
C 1.60200 1.92497 -2.12660
O 0.29980 1.67768 1.65964
H 2.60179 3.82316 -2.16116
H 2.32659 -1.46964 4.86605
H 4.32904 0.90812 2.79050
C 0.72009 -0.59305 3.79986
H 4.52367 -3.20185 1.44266
H -4.40574 -0.73208 -0.61192
C 0.34095 2.79394 -4.45962
H -2.86065 4.61194 0.52205
H 3.11804 -1.34376 2.38445
N 2.52902 0.10856 0.77558
*
```

Results
<S²>   6.076
Orbital gap (spin up / spin down)   7.71 / 4.12 eV
E_LUMO (spin up / spin down)   -5.70 / -9.38 eV

=====

Entry 4:
Entry from the Open Molecules 2025 dataset: C38H33Cl3N6O4S3Tc as an isolated structure in a non-equilibrium geometry (wB97M-V/def2-TZVPD).

Geometry as ORCA input:
```
! RIJCOSX wB97M-V def2-TZVPD def2/J DEFGRID3
* xyz 2 4
H -3.31073 -3.61731 -0.42940
C 0.80593 -0.66741 4.75613
H 2.73516 4.56284 -3.15968
H 0.98650 -0.88378 5.80290
H -0.48734 1.09162 6.41251
O -1.72240 4.28199 1.16542
C 0.39306 -3.51293 -1.59720
H -1.05418 -0.39200 -4.44054
C -2.13966 2.07278 -3.50602
Tc -0.11947 0.31843 0.12934
H -3.45183 1.02104 1.60462
H -5.79155 0.37789 1.13186
H -6.07201 3.49465 -1.79421
S -1.79556 3.09556 0.37542
S 3.31582 -0.15143 0.42846
C -4.01995 1.30430 -4.91896
C -1.44824 2.27602 4.91536
N -1.06192 1.82647 1.15779
H -2.30024 3.32952 3.24715
H 1.24478 3.60755 -3.17866
C 1.61532 2.48360 -6.82324
C -1.72826 -4.64737 -1.46485
H 2.05034 1.70885 -4.87130
C -4.64381 -0.80074 -3.23344
H -1.95245 2.91297 5.62938
C -0.18030 0.25384 -4.34304
C 1.33099 1.74530 -5.68572
H 5.21403 0.85567 -1.76722
C -0.20569 0.68903 3.04687
H -3.77468 2.12300 -5.58740
C -6.06119 1.88398 -0.37208
H 1.96246 -2.31878 4.01704
C -1.64998 2.51934 3.53903
C -1.44807 -2.52386 -0.51381
H 0.58450 2.63461 -0.79620
C 2.07694 3.94308 -2.55753
H -2.99424 -0.14513 -2.03515
C -5.40905 -0.57879 -4.37033
H -6.24649 -1.22529 -4.59891
C -5.33232 1.18959 0.58238
C -0.12320 -2.42560 -0.89268
C 1.34829 -1.46278 3.77804
H 0.01591 -5.44079 -2.43255
C -5.49157 2.94841 -1.06256
C -0.47169 1.78381 -7.79604
Cl -2.02220 -1.10814 0.38145
C -1.01218 1.74750 2.59572
C -2.28220 -3.59310 -0.76299
H 0.93551 3.07615 -8.76956
O -1.15799 3.11463 -0.92665
H 1.67644 4.55027 -1.74337
C 0.14202 1.02434 -5.59634
C 0.71189 2.50462 -7.87872
H 1.50233 -1.76424 1.64054
C 2.85802 2.78973 -2.04478
O -0.75866 0.51166 -1.79930
H -1.16750 1.78623 -8.62472
H 2.54628 3.03031 -6.89434
H -4.88413 -1.62622 -2.57436
N 4.01538 2.39814 -2.45353
H -1.88462 2.63821 -4.40841
O 0.61651 -1.35123 -0.59871
S -0.53520 1.42815 -3.03425
N 0.35643 -0.11641 2.08618
H -3.73020 4.15226 -1.33605
C -3.57369 0.03097 -2.93171
H -1.67943 0.47578 -6.59334
Cl -2.69615 -6.02465 -1.82352
H 1.43659 2.44725 0.60993
C -0.63823 1.26957 5.35546
C 3.38306 0.98867 -0.76842
C -4.01469 1.54022 0.84090
H -5.68754 0.66066 -6.09945
N 2.41846 1.92305 -1.04506
C -0.40036 -4.60865 -1.88048
C -0.00374 0.43364 4.41093
C -0.75989 1.04871 -6.65469
Cl 2.03179 -3.44671 -2.11938
N 1.24696 2.01893 -0.29862
C -3.45348 2.59499 0.13198
H 0.66520 -0.32345 -3.96076
C -3.24978 1.08911 -3.78012
C 1.09818 -1.16260 2.44278
H -7.08808 1.60443 -0.57043
C -5.09683 0.47882 -5.21124
C -4.18096 3.31715 -0.81351
H -2.38279 2.79175 -2.71883
N 4.31646 1.30308 -1.67284
*
```

Results
<S²>   3.778
Orbital gap (spin up / spin down)   7.03 / 5.69 eV
E_LUMO (spin up / spin down)   -6.36 / -7.67 eV

=====

Entry 5:
Entry from the Open Molecules 2025 dataset: C38H33F3N4O6P2SV as an isolated structure in a non-equilibrium geometry (wB97M-V/def2-TZVPD).

Geometry as ORCA input:
```
! RIJCOSX wB97M-V def2-TZVPD def2/J DEFGRID3
* xyz -2 4
C 1.51563 3.88373 2.87439
C -3.09751 -4.47219 -0.09684
H 3.98658 -2.50878 -1.31636
C -2.63753 -3.01478 3.72003
C 3.45150 -1.94298 2.70057
C 0.52328 4.57526 0.69660
H -2.44360 0.73201 -1.26775
H -1.00584 -4.36068 4.19529
H -3.41193 -3.73526 3.94698
H 1.66082 0.26156 -5.15567
C -2.80974 -3.11092 -0.08858
C -3.21432 0.50443 0.76480
H 2.50957 -3.42470 -1.06576
F -2.97805 3.13882 -4.81362
C -0.83681 2.36419 -4.11610
H 2.73276 -2.49422 -2.56577
S 2.66335 4.06926 -2.05310
H 3.14011 -0.31675 -3.12189
H 3.73658 -2.77741 3.33278
H 0.82646 5.05641 -0.25672
H 3.11821 1.43146 2.67252
C 3.48714 -0.62092 3.20651
C 1.30323 -0.15022 -4.21484
H -3.73575 1.44956 0.49567
H -2.33860 -6.49518 -0.16801
C -0.63039 -1.14057 3.18581
F -2.35971 1.25936 -5.76609
N 1.57613 1.14410 -1.20539
C -3.01171 -1.73925 3.25501
H -4.14607 -4.76594 0.02344
C -0.73738 -5.03783 -0.09360
O -3.17910 4.19740 1.03460
N 2.23250 1.45515 -2.51442
H -1.21399 2.25872 4.29760
H -4.06447 -1.46233 3.20509
C -2.00339 -0.79837 2.95519
H 0.07158 -5.77969 -0.06760
H -0.44324 -0.98242 -5.08517
H 0.73603 -2.60831 3.91336
C 2.51982 2.70937 -2.96869
P -2.52744 0.84998 2.49422
F -2.96730 1.19462 -3.64755
C 2.90180 -2.47901 -1.47401
O -1.85724 3.38451 -0.64565
C -2.08456 -5.44588 -0.14188
H 0.62565 -3.36725 0.05380
P -0.93852 -0.93116 -0.19676
C -0.85198 4.76590 1.14104
C -0.41915 -3.65908 -0.03907
C 2.75231 -1.02600 0.55880
C 0.65758 3.15878 3.72329
H -3.62729 -2.40204 0.05951
H 0.93108 3.27554 4.77401
C -2.32909 1.96108 -4.58685
H -1.64446 -1.36904 -2.87399
C -1.29686 -3.35653 3.90256
H 3.16520 -3.13717 0.93405
C 2.33106 -1.28104 -0.78257
H 0.14190 -0.40487 2.99046
H 2.36099 4.28942 3.43480
O -0.54774 2.55794 -2.89651
O -0.42055 1.37692 1.18476
C -1.43586 -2.67367 -0.12209
C 1.57669 4.17889 1.48566
C -0.46423 2.34866 3.50893
C -0.29276 -2.40963 3.67180
N 2.89392 2.73117 -4.29234
H 2.23860 1.10672 -0.38983
H 2.10212 2.37793 -4.87517
C -0.59851 -1.02326 -2.91059
C -2.55166 -0.07094 -0.51609
C -0.88278 1.64622 2.32683
C 0.07893 -0.71692 -4.17085
O -1.10952 5.41443 2.16502
C 0.02144 -0.78471 -1.72819
H -4.04589 -0.16923 1.03474
O -0.02607 2.40520 -5.06611
C 3.16174 0.41594 2.31443
C -2.06397 4.04992 0.47470
V -0.30169 2.16716 -0.72453
H -3.24481 -0.74047 -1.05544
C 3.13638 -2.15599 1.37860
N 2.92166 0.25456 1.00868
H 2.54993 3.96884 1.00778
H 3.76603 -0.40335 4.23131
C 2.12874 0.06874 -2.99749
C 1.43084 -0.35416 -1.61399
H 3.16321 3.66122 -4.58649
*
```

Results
<S²>   3.756
Orbital gap (spin up / spin down)   5.42 / 5.42 eV
E_LUMO (spin up / spin down)   4.31 / 4.31 eV